1.
# C26H30NO9S

A cluster of 2 separate species, C26H30NO9S in total in a non-equilibrium geometry (ωB97M-V/def2-TZVPD, the Open Molecules 2025 dataset).

The geometry in XYZ format:
```
67
Properties=species:S:1:pos:R:3:forces:R:3
C -5.644 -1.886 -1.012 0.40 -0.01 -0.05
N -4.624 -2.164 -2.006 -1.07 0.18 -0.69
C -4.893 -3.303 -2.858 0.27 0.12 0.26
C -3.314 -1.716 -1.819 1.24 0.44 0.32
C -2.333 -2.557 -1.260 -0.12 0.44 -0.05
C -1.049 -2.083 -1.041 0.14 0.69 -0.22
C -0.683 -0.764 -1.401 -1.32 -0.83 0.31
C 0.698 -0.326 -1.292 1.11 -0.76 -1.31
C 1.757 -1.064 -1.754 -0.60 0.31 -0.26
C 3.072 -0.397 -1.962 0.04 1.04 0.13
O 3.204 0.801 -2.089 0.12 -1.29 0.13
O 4.150 -1.218 -2.122 -0.25 -0.52 0.22
C 3.939 -2.622 -1.829 0.14 -0.02 -0.51
C 5.155 -3.384 -2.362 -0.23 0.24 -0.05
C 3.736 -2.859 -0.347 0.03 -0.04 0.19
O 2.812 -3.092 -2.591 0.01 0.47 0.31
C 1.650 -2.370 -2.491 -1.00 -0.35 -0.35
O 0.663 -2.786 -3.057 1.23 0.30 0.45
C -1.677 0.076 -1.957 1.04 0.07 0.32
C -2.958 -0.391 -2.172 -0.43 -0.76 0.23
H -5.396 -0.954 -0.487 -0.14 -0.27 -0.12
H -6.613 -1.778 -1.519 0.11 0.02 0.22
H -5.721 -2.703 -0.268 -0.07 0.21 -0.05
H -4.176 -3.327 -3.689 -0.19 -0.01 0.23
H -4.841 -4.263 -2.317 -0.04 -0.03 -0.13
H -5.905 -3.190 -3.267 0.14 -0.14 -0.01
H -2.598 -3.578 -0.981 0.06 0.26 -0.05
H -0.286 -2.721 -0.599 -0.26 0.06 -0.01
H 0.924 0.685 -0.987 -0.08 -0.03 0.18
H 5.271 -3.207 -3.434 -0.05 0.07 0.14
H 6.060 -3.063 -1.842 -0.13 0.06 -0.04
H 5.031 -4.460 -2.205 -0.13 0.20 0.05
H 2.847 -2.339 0.026 0.27 -0.08 0.04
H 3.621 -3.933 -0.167 0.00 0.20 -0.06
H 4.628 -2.508 0.181 -0.24 0.00 0.01
H -1.386 1.089 -2.258 -0.25 -0.35 0.20
H -3.720 0.251 -2.613 0.19 -0.15 0.10
C -3.908 1.888 4.192 -0.31 0.28 0.49
C -2.972 0.812 3.711 0.93 0.71 -0.79
O -1.971 1.549 2.911 -1.35 -1.38 0.89
C -0.884 0.806 2.598 3.07 1.43 -1.33
C 0.141 1.602 1.847 -5.29 0.44 1.31
O 1.380 1.151 1.760 3.19 -1.67 0.67
C 1.980 0.466 2.952 -0.71 1.02 -1.08
S -0.140 3.415 2.061 1.38 -3.69 -0.85
C 1.278 3.936 1.095 -0.30 0.54 0.39
C 2.016 5.020 1.551 0.55 -0.34 -0.51
C 3.205 5.343 0.883 -0.27 0.09 0.26
C 3.630 4.577 -0.202 0.11 -0.07 0.13
C 2.857 3.507 -0.651 -0.30 -0.09 0.03
C 1.641 3.207 -0.029 0.76 0.59 -0.16
O -1.321 3.853 1.358 -0.33 0.60 0.33
O 0.100 3.736 3.452 -0.15 1.40 0.30
O -0.709 -0.357 2.979 -0.83 0.05 -0.22
H -4.850 1.466 4.558 0.05 0.00 -0.08
H -3.455 2.435 5.030 -0.06 -0.05 -0.28
H -4.120 2.612 3.398 0.01 -0.22 0.08
H -2.450 0.317 4.543 -0.26 -0.02 -0.37
H -3.464 0.062 3.066 0.24 0.25 0.30
H 2.983 0.166 2.639 -0.08 0.21 0.09
H 1.985 1.179 3.786 0.13 -0.20 -0.07
H 1.348 -0.392 3.168 0.19 0.04 0.17
H 1.682 5.550 2.436 0.11 -0.05 -0.05
H 3.807 6.168 1.263 -0.05 -0.14 -0.21
H 4.593 4.782 -0.679 -0.34 -0.01 0.16
H 3.205 2.844 -1.440 -0.08 0.42 0.09
H 1.013 2.405 -0.386 0.03 0.10 0.22
```
Positions in Å, forces in eV/Å.

Values from the calculation:
frontier orbital gap: 4.7 eV
HOMO energy: -0.1080 hartree
net charge: -1

---

2.
# C4H6O2

An isolated molecule of C4H6O2 in a non-equilibrium geometry (ωB97M-V/def2-TZVPD, the Open Molecules 2025 dataset).

The geometry in XYZ format:
```
12
Properties=species:S:1:pos:R:3:forces:R:3
C 1.648 0.716 -0.845 0.37 0.63 -0.47
C 0.649 -0.235 0.726 -0.54 -0.45 0.48
O 0.802 1.015 0.319 -0.08 -1.29 -0.89
C -0.780 -0.500 1.096 -0.03 -0.23 0.45
C -1.711 -0.570 -0.114 -0.09 -0.23 -0.12
O -2.159 -1.602 -0.547 0.31 0.54 0.26
H 1.199 -0.067 -1.480 0.12 0.48 0.29
H 2.632 0.370 -0.525 -0.12 0.29 0.00
H 1.637 1.653 -1.379 0.39 0.25 -0.34
H -0.781 -1.480 1.567 -0.33 0.08 0.21
H -1.145 0.298 1.751 -0.13 0.02 0.09
H -1.990 0.402 -0.569 0.16 -0.09 0.03
```
Positions in Å, forces in eV/Å.

Values from the calculation:
frontier orbital gap: 8.6 eV
relative energy (zero: lowest compared OMol25 entry of this formula, charge and spin): 104.8 kcal/mol
HOMO energy: -0.3120 hartree

---

3.
# C4H12

A cluster of 2 separate species, C4H12 in total in a non-equilibrium geometry (ωB97M-V/def2-TZVPD, the Open Molecules 2025 dataset).

The geometry in XYZ format:
```
16
Properties=species:S:1:pos:R:3:forces:R:3
C 0.435 1.011 -1.078 2.11 -0.13 1.87
C 0.001 2.059 -2.047 -0.35 0.95 -0.98
H 1.304 0.478 -1.480 -0.52 -0.64 -0.28
H 0.938 1.367 -0.150 -0.21 0.79 -0.49
H -0.239 0.345 -0.550 -0.69 -0.25 -1.00
H 0.726 2.269 -2.846 0.27 -0.44 0.25
H -0.153 3.069 -1.654 -0.34 -0.26 0.43
H -0.885 1.763 -2.604 -0.32 0.02 0.12
C -0.805 -1.257 2.042 0.39 0.39 -0.93
C 0.287 -1.843 1.134 -0.45 0.03 -0.67
H -1.190 -0.336 1.593 0.26 0.21 0.32
H -1.692 -1.893 2.040 0.21 -0.33 0.52
H -0.378 -1.074 3.027 -0.47 0.13 0.19
H 0.933 -1.139 0.607 -0.06 0.50 0.57
H -0.224 -2.305 0.277 0.28 -0.55 0.27
H 0.942 -2.513 1.687 -0.12 -0.42 -0.19
```
Positions in Å, forces in eV/Å.

Values from the calculation:
frontier orbital gap (alpha / beta): 2.8 / 11.8 eV
⟨S²⟩: 0.7502
relative energy (zero: lowest compared OMol25 entry of this formula, charge and spin): 14.2 kcal/mol
HOMO energy (alpha / beta): 0.0554 / -0.2707 hartree
2S+1: 2
net charge: -1

---

4.
# FNO3S2

A structure of composition FNO3S2 in a non-equilibrium geometry (ωB97M-V/def2-TZVPD, the Open Molecules 2025 dataset).

The geometry in XYZ format:
```
7
Properties=species:S:1:pos:R:3:forces:R:3
N -0.535 0.641 0.226 -0.93 0.35 -1.44
O -0.287 1.473 2.485 0.58 -0.64 -0.38
O -0.572 -0.328 -2.278 0.62 0.62 2.92
O -0.243 -1.739 -0.238 -0.18 -0.17 -0.45
F 1.544 -0.104 -0.816 -2.51 -0.67 -0.77
S 0.251 0.542 1.520 -0.45 1.03 1.29
S -0.159 -0.484 -0.900 2.88 -0.52 -1.18
```
Positions in Å, forces in eV/Å.

Values from the calculation:
frontier orbital gap: 9.8 eV
relative energy (zero: lowest compared OMol25 entry of this formula, charge and spin): 1.3 kcal/mol
HOMO energy: -0.4508 hartree